Entry 1:
{"formula": "C30H47BCaN9O3PS", "method": "ωB97M-V/def2-TZVPD", "symbols": ["Ca", "S", "P", "O", "O", "O", "N", "N", "N", "N", "N", "N", "N", "N", "N", "C", "C", "C", "C", "C", "C", "C", "C", "C", "C", "C", "C", "C", "C", "C", "C", "C", "C", "C", "C", "C", "C", "C", "C", "C", "C", "C", "C", "C", "C", "B", "H", "H", "H", "H", "H", "H", "H", "H", "H", "H", "H", "H", "H", "H", "H", "H", "H", "H", "H", "H", "H", "H", "H", "H", "H", "H", "H", "H", "H", "H", "H", "H", "H", "H", "H", "H", "H", "H", "H", "H", "H", "H", "H", "H", "H", "H", "H"], "xyz": [[0.1224, 0.7024, 0.8800], [-1.8875, -1.2034, 1.7692], [0.8135, -3.1643, 2.0841], [-1.6188, 2.9362, -0.8322], [0.0490, 3.9247, 0.3548], [2.0048, -0.1844, 0.3965], [-0.4304, 0.2321, 3.5396], [0.7753, -1.9100, -0.9142], [-0.0700, -5.6690, 3.0359], [2.1945, -5.6364, 2.1422], [-2.6892, 0.3282, 3.7312], [-1.8088, -1.8617, -1.4873], [-0.1534, 0.2962, -2.3419], [0.6426, -0.1339, 2.8097], [1.7187, -4.6394, 4.3062], [2.9726, -0.5014, 2.5796], [1.8120, -0.0856, 3.3285], [-2.2816, 7.9079, -3.9898], [-1.4681, -2.4824, -2.7586], [4.0591, -1.3145, 0.5775], [2.9663, -0.6576, 1.1658], [1.2739, -1.4619, -3.2633], [-1.1839, -1.4020, -3.8078], [0.9345, -6.3567, 2.2453], [-2.4601, 4.9878, -1.9205], [-1.5910, -0.1322, 3.0621], [-2.2560, 6.3602, -2.0335], [5.1547, -1.7138, 1.3125], [2.6833, -5.3423, 3.4811], [5.1991, -1.4670, 2.6761], [1.0046, -2.5423, -2.2152], [-3.1397, 7.2403, -2.9068], [0.0583, -0.5567, -3.5046], [-0.2268, -3.3732, -2.5869], [-3.7989, 8.3168, -2.0336], [-4.2544, 6.4576, -3.6046], [-0.3714, 6.2313, -0.4799], [-1.2114, 6.9472, -1.3170], [1.4911, -3.2916, 3.8343], [-0.5895, 4.8718, -0.3708], [-0.5279, -4.4533, 2.3962], [2.0376, -4.4240, 1.3691], [-1.6203, 4.2660, -1.0960], [4.1179, -0.8721, 3.2909], [0.4845, -5.4050, 4.3529], [-0.5758, 2.6887, 0.0966], [2.1168, -0.8494, -2.9348], [-0.4162, -4.1176, -1.8102], [-2.2887, -3.1147, -3.1487], [-0.1501, -1.4195, -0.9914], [-1.2932, -3.9848, 3.0232], [4.1371, -0.6990, 4.3593], [3.0147, -3.9365, 1.2777], [-3.8490, 5.7007, -4.2707], [-1.0421, -1.8869, -4.7746], [-0.0416, -3.9104, -3.5184], [2.9271, -6.2919, 3.9702], [1.1362, -7.3245, 2.7155], [1.9540, 0.1533, 4.3916], [-4.3787, 7.8528, -1.2390], [3.5873, -4.7342, 3.3967], [0.7735, -2.8003, 4.5012], [-3.2487, 4.4774, -2.4467], [-4.4664, 8.9306, -2.6351], [1.8807, -3.2003, -2.1515], [4.0374, -1.4715, -0.4942], [2.4342, -2.7419, 3.8781], [1.5049, -1.1305, -0.4900], [-1.8009, 7.1528, -4.6081], [5.9835, -2.2030, 0.8204], [0.6975, -6.3670, 4.8319], [-3.0573, 8.9672, -1.5796], [-3.5861, 0.2116, 3.2901], [0.5889, 0.9858, -2.2693], [-1.0383, 8.0091, -1.4037], [-1.5086, 8.5320, -3.5512], [-2.0477, -2.5478, -0.7786], [-1.0280, 0.8041, -2.4192], [0.2659, 0.0428, -4.4109], [-4.9119, 5.9816, -2.8821], [1.5463, -1.9390, -4.2059], [1.7088, -4.7166, 0.3626], [-2.0512, -0.7448, -3.8957], [0.6745, -2.5836, -0.1455], [-2.5872, -1.2175, -1.5663], [0.4213, 6.7214, 0.0658], [-4.8533, 7.1419, -4.2016], [-0.9990, -4.7161, 1.4422], [-0.2515, -4.8642, 4.9536], [-2.5556, 1.1332, 4.3206], [6.0670, -1.7457, 3.2570], [-2.9031, 8.5331, -4.6277], [0.5413, -6.5291, 1.2395]], "mulliken_charge": [1.32, -0.54, 1.81, -0.70, -0.65, -0.84, -1.47, 1.91, 0.20, 0.11, -0.52, -0.45, -0.27, 1.34, 0.16, 0.60, -1.23, -1.63, 0.09, -0.42, 0.47, -1.46, -1.57, -1.01, -0.80, 0.65, 0.35, -0.61, -1.01, -0.71, 0.33, 2.08, -0.07, -1.16, -1.64, -2.12, -1.72, -0.53, -1.30, 1.05, -1.22, -1.00, 0.67, -0.54, -0.98, -0.29, 0.43, 0.33, 0.38, -0.10, 0.43, 0.39, 0.35, 0.40, 0.47, 0.55, 0.29, 0.30, 0.26, 0.38, 0.44, 0.40, 0.51, 0.45, 0.30, 0.40, 0.42, 0.46, 0.38, 0.42, 0.33, 0.33, 0.20, 0.26, 0.38, 0.33, 0.22, 0.11, 0.45, 0.41, 0.59, 0.37, 0.42, -1.48, 0.18, 0.44, 0.44, 0.40, 0.40, 0.25, 0.40, 0.44, 0.40], "lumo_ev": 0.2, "energy_ha": -3331.97766, "orbital_gap_ha": 0.275}


Entry 2:
{"formula": "C30H47BeN4O2P2S", "method": "ωB97M-V/def2-TZVPD", "symbols": ["S", "P", "P", "O", "O", "N", "N", "N", "N", "C", "C", "C", "C", "C", "C", "C", "C", "C", "C", "C", "C", "C", "C", "C", "C", "C", "C", "C", "C", "C", "C", "C", "C", "C", "C", "C", "C", "C", "C", "Be", "H", "H", "H", "H", "H", "H", "H", "H", "H", "H", "H", "H", "H", "H", "H", "H", "H", "H", "H", "H", "H", "H", "H", "H", "H", "H", "H", "H", "H", "H", "H", "H", "H", "H", "H", "H", "H", "H", "H", "H", "H", "H", "H", "H", "H", "H", "H"], "xyz": [[0.9082, -2.6498, -0.1605], [1.5471, 1.1686, 0.8376], [-2.0552, -0.1486, -1.1563], [-2.3616, -1.0758, 3.2827], [-0.8736, -0.5439, 1.7479], [3.0823, -3.9264, -1.2120], [-1.2123, -3.1761, 4.1437], [2.0204, -2.7227, -2.6446], [-1.1040, 1.9818, 0.4570], [-2.7818, 4.2919, -1.9249], [3.6252, -0.6175, 1.4668], [-1.8558, 2.4983, -0.5856], [2.8760, 0.5997, 2.0142], [3.7294, -4.0660, -2.4313], [-0.5115, 2.8257, 1.4110], [-4.2280, 0.1042, 0.5548], [1.5092, 3.4438, 2.5917], [2.3013, 0.2859, 3.3965], [-0.7435, -0.1593, -3.6015], [2.0092, -3.1083, -1.3465], [2.5345, 1.8807, -0.5732], [3.0679, -3.3141, -3.3275], [-3.5595, -2.2588, -0.0442], [-3.6775, -0.8118, -0.5430], [2.6780, 0.8228, -1.6702], [-3.4012, 3.3824, -2.7762], [-2.0229, 3.8687, -0.8506], [-1.6336, -2.3929, -2.8452], [-0.5304, 4.6327, 3.0053], [1.8798, 3.1423, -1.1363], [-0.5547, -2.5915, 2.9834], [-1.1991, 3.8263, 2.1008], [-1.8683, -0.8789, -2.8554], [-1.2750, -1.3077, 2.6158], [-2.4376, 1.5843, -1.4871], [0.8455, 2.6096, 1.6966], [-3.2138, 2.0311, -2.5528], [0.8290, 4.4607, 3.2401], [3.4210, -4.6378, 0.0031], [-0.6124, 0.4112, 0.4813], [2.4427, 3.4931, -2.0033], [-0.9189, 0.9130, -3.6689], [0.5035, -2.3680, 3.1225], [0.8544, 2.9415, -1.4578], [-2.2579, 3.9607, 1.9208], [-4.3962, -2.4946, 0.6153], [-4.3551, 1.1247, 0.1965], [-2.6323, -2.4118, 0.5147], [-1.5414, 4.5994, -0.2166], [-0.6508, -0.5530, -4.6154], [1.8518, 3.9453, -0.4016], [3.1050, -0.1086, -1.2952], [-5.2025, -0.2651, 0.8780], [-3.6758, 1.3154, -3.2233], [-4.3571, -0.7664, -1.3993], [3.1372, -4.0296, 0.8577], [3.0925, -0.0846, 4.0507], [-1.2758, -2.7162, -3.8257], [2.5682, 3.3076, 2.7779], [3.5225, 2.1282, -0.1744], [-2.8908, 5.3539, -2.1052], [4.6049, -4.6792, -2.5459], [1.8502, 1.1549, 3.8694], [-2.8148, -0.6839, -3.3659], [1.6926, 0.5993, -2.0823], [3.3119, 1.1909, -2.4791], [4.3393, -0.9790, 2.2098], [-1.3433, -4.1735, 4.0548], [-4.0065, 3.7241, -3.6043], [-3.5723, -2.9791, -0.8587], [3.5824, 1.4313, 2.0896], [1.5326, -0.4860, 3.3201], [-1.0743, 5.4053, 3.5333], [-0.6147, -3.2432, 2.1097], [4.4914, -4.8273, 0.0226], [2.8843, -5.5855, 0.0557], [1.3504, 5.1078, 3.9326], [4.1849, -0.3762, 0.5618], [-0.9050, -2.6826, -2.0871], [-2.5512, -2.9420, -2.6442], [-3.5695, 0.1258, 1.4219], [2.9280, -1.4221, 1.2321], [0.2099, -0.2990, -3.0849], [-0.7003, -3.0001, 4.9985], [-2.4447, -1.8548, 3.9027], [3.2534, -3.1387, -4.3710], [1.3063, -2.1370, -3.0439]], "mulliken_charge": [0.03, 1.68, 1.46, -0.48, 0.67, 0.32, -0.72, 0.18, 0.94, -0.93, -1.47, -0.33, 0.53, -0.36, -0.91, -1.52, -0.65, -1.34, -1.03, -0.68, 0.29, -0.60, -1.23, 0.53, -0.96, -0.94, -0.90, -1.71, -0.84, -1.52, 0.22, -0.10, 0.84, -0.08, -0.32, 0.10, -0.70, -0.85, -0.81, -0.88, 0.53, 0.39, 0.17, 0.09, 0.64, 0.46, 0.22, 0.11, 0.55, 0.54, 0.34, 0.05, 0.61, 0.36, 0.57, 0.28, 0.54, 0.46, 0.42, 0.75, 0.43, 0.46, 0.36, 0.60, -0.19, 0.57, 0.53, 0.23, 0.45, 0.33, 0.55, -0.04, 0.44, 0.31, 0.34, 0.30, 0.46, 0.29, 0.25, 0.30, 0.08, 0.10, -0.31, 0.22, 0.43, 0.45, 0.02], "lumo_ev": [-2.0, -2.0], "energy_ha": -2636.48366, "orbital_gap_ha": [0.270, 0.271], "total_charge": 1}


Entry 3:
{"formula": "C30H47Cl3CuN3O6Si", "method": "ωB97M-V/def2-TZVPD", "symbols": ["Cu", "Cl", "Cl", "Cl", "Si", "O", "O", "O", "O", "O", "O", "N", "N", "N", "C", "C", "C", "C", "C", "C", "C", "C", "C", "C", "C", "C", "C", "C", "C", "C", "C", "C", "C", "C", "C", "C", "C", "C", "C", "C", "C", "C", "C", "C", "H", "H", "H", "H", "H", "H", "H", "H", "H", "H", "H", "H", "H", "H", "H", "H", "H", "H", "H", "H", "H", "H", "H", "H", "H", "H", "H", "H", "H", "H", "H", "H", "H", "H", "H", "H", "H", "H", "H", "H", "H", "H", "H", "H", "H", "H", "H"], "xyz": [[-0.1907, -0.4543, 2.6821], [0.8882, -1.2820, 0.9410], [0.4779, -2.1455, 3.9536], [3.0287, 3.0103, 9.8268], [-0.8746, -0.0268, -3.2686], [2.7560, 0.6391, 3.5850], [-3.0872, -2.2006, 2.0132], [0.2438, -0.7364, -4.2795], [-1.8043, -0.1193, 4.1233], [0.5649, 1.2027, 3.8875], [-1.1683, 0.8587, 1.6507], [-1.4425, -3.7865, 1.7458], [-2.3379, 0.5353, 6.2509], [-1.1579, 2.7580, 0.4542], [-0.5180, -4.7252, 2.3500], [-0.4382, 3.8315, -0.2200], [1.1316, 0.3616, -6.2926], [-0.5111, -0.5674, -1.5410], [-2.5231, -0.6717, -3.8897], [-0.1175, 0.8184, -8.3108], [1.9481, 2.0063, -7.8748], [2.8305, -2.2982, -4.0443], [3.1876, 1.0373, 6.3522], [1.8018, 1.0871, 4.2290], [2.1632, -1.7280, -5.2602], [2.8567, -3.6001, -6.7677], [1.3091, 2.5615, 6.2481], [-1.4399, -3.7222, 0.3082], [3.4773, 1.4658, 7.6490], [-0.7977, 1.8229, -3.5582], [-1.9400, 0.7990, 7.6295], [1.5886, 3.0045, 7.5432], [-1.4927, 0.0600, 5.3273], [2.0769, 1.3288, -6.6616], [0.8441, 1.7582, -8.6985], [-3.7389, 0.7604, 5.9479], [1.4183, -0.4208, -5.0205], [2.1448, -2.3275, -6.4633], [-2.5602, 2.5542, 0.1213], [2.6761, 2.4575, 8.2451], [2.1121, 1.5841, 5.6430], [-0.5359, 1.8628, 1.2126], [0.0269, 0.1095, -7.1082], [-2.2697, -2.9941, 2.4773], [-2.4645, 0.1265, 8.3260], [0.4147, -0.0957, -1.1928], [4.3221, 1.0638, 8.1990], [0.7408, 2.2866, -9.6480], [-2.2017, 1.8293, 7.9107], [-0.3581, -1.6521, -1.5275], [-0.8743, 2.0439, -4.6350], [-3.3601, -0.1499, -3.4036], [0.1539, 2.2397, -3.2024], [3.9279, -3.4251, -6.9356], [2.2270, -2.1181, -3.1440], [2.0828, 0.1953, -4.3966], [-0.3036, 3.6100, -1.2902], [0.4743, 2.9799, 5.6892], [-0.4854, -3.3098, -0.0483], [-2.6298, -1.7470, -3.6881], [-3.9716, 1.8268, 6.0515], [0.5415, 3.9253, 0.2620], [-0.8568, 0.6603, 7.7271], [-0.4904, -0.1762, 5.7167], [3.8063, 0.2813, 5.8658], [-1.0023, 4.7671, -0.1314], [-3.0416, 1.9313, 0.8811], [-3.9562, 0.4218, 4.9332], [-0.9850, 0.6162, -8.9442], [-0.7014, -0.6512, -6.8065], [-1.6202, 2.3474, -3.0484], [0.5044, -4.5130, 2.0254], [2.4565, -4.0373, -7.6881], [0.5247, 2.0398, 1.4357], [-2.6573, 2.0700, -0.8620], [-1.5461, -4.7386, -0.0970], [-1.3015, -0.3268, -0.8199], [0.9830, 3.7800, 8.0021], [-2.2580, -3.0900, -0.0375], [2.7588, -4.3431, -5.9666], [-2.6212, -0.5252, -4.9754], [2.9202, 1.4903, -5.9837], [1.5961, -1.8820, -7.2918], [-4.3530, 0.2236, 6.6802], [-3.0427, 3.5328, 0.0593], [2.9822, -3.3784, -4.1572], [-0.5723, -4.5977, 3.4325], [-2.1347, -3.1249, 3.5711], [2.7187, 2.7215, -8.1714], [-0.7748, -5.7522, 2.0665], [3.8212, -1.8456, -3.8798]], "mulliken_spin": [0.70, 0.12, 0.11, 0.00, 0.00, 0.00, 0.00, 0.00, 0.02, 0.01, 0.05, 0.00, 0.00, 0.00, 0.00, 0.00, 0.00, 0.00, 0.00, 0.00, 0.00, 0.00, 0.00, 0.00, 0.00, 0.00, 0.00, 0.00, 0.00, 0.00, 0.00, 0.00, 0.00, 0.00, 0.00, 0.00, 0.00, 0.00, 0.00, 0.00, 0.00, -0.01, 0.00, 0.00, 0.00, 0.00, 0.00, 0.00, 0.00, 0.00, 0.00, 0.00, 0.00, 0.00, 0.00, 0.00, 0.00, 0.00, 0.00, 0.00, 0.00, 0.00, 0.00, 0.00, 0.00, 0.00, 0.00, 0.00, 0.00, 0.00, 0.00, 0.00, 0.00, 0.00, 0.00, 0.00, 0.00, 0.00, 0.00, 0.00, 0.00, 0.00, 0.00, 0.00, 0.00, 0.00, 0.00, 0.00, 0.00, 0.00, 0.00], "lumo_ev": [2.2, 2.2], "energy_ha": -5097.83426, "spin_multiplicity": 2, "s2": 0.7528, "orbital_gap_ha": [0.269, 0.274], "total_charge": -1}